10
Properties=species:S:1:pos:R:3:forces:R:3:nbo_charge:R:1 method="wB97M-V/def2-TZVPD" homo_lumo_gap_ev=7.74 homo_ev=-8.42 e_above_lowest_kj_mol=551.3
C -1.08126 1.13010 -1.57724 -0.3573 0.7342 -0.7072 0.162
C 1.85792 -0.38724 0.04369 0.8750 0.0772 0.2663 -0.202
C -0.31475 0.32785 -0.78638 -0.0914 -0.8568 1.2746 0.205
C -1.61820 -0.80998 0.93319 -0.4783 -0.4985 -1.1479 -0.212
N -1.83571 1.79442 -2.14210 -0.0241 0.0097 -0.0933 -0.214
N 0.82578 0.08133 -0.50607 -0.4201 0.1476 -0.4030 -0.213
Cl -0.32331 -1.58462 1.72375 0.4869 -0.1478 0.3570 0.022
Cl -2.17676 0.52272 1.83743 -0.0197 0.6742 0.4785 0.013
H 2.30711 0.16389 0.85396 0.0403 0.0776 0.0940 0.219
H 2.35919 -1.23845 -0.38023 -0.0112 -0.2175 -0.1191 0.219

***

11
Properties=species:S:1:pos:R:3:forces:R:3:nbo_charge:R:1 method="wB97M-V/def2-TZVPD" homo_lumo_gap_ev="3.09 / 4.63" homo_ev="-11.31 / -12.67" e_above_lowest_kj_mol=698.5 total_charge=+1
C -1.37524 1.47355 0.07569 2.7903 -0.0920 0.6765 0.454
C -0.58147 1.08512 -0.96573 -0.3130 -2.0756 -2.8317 0.023
N -1.02041 1.93748 1.25233 -5.8699 1.1639 -2.0887 -0.280
N 0.18294 1.70975 1.52672 2.1170 -0.6951 5.2686 0.047
N 1.07966 1.35529 0.87375 0.6006 0.2203 -4.8790 0.319
N 5.07158 0.04739 -0.41454 -1.1751 1.2437 0.4273 0.836
O -2.13922 1.51496 -0.99956 0.2778 0.2702 0.5012 -0.385
O 2.19745 0.92870 0.88290 1.6454 -0.6397 0.9800 -0.420
O 5.13971 0.94084 -1.09382 0.3960 -1.1851 0.3649 0.060
O 4.86155 -0.73779 0.35271 0.5348 0.0558 -0.6313 0.076
H -0.21438 0.31361 -1.78077 -1.0039 1.7335 2.2122 0.270

***

11
Properties=species:S:1:pos:R:3:forces:R:3:nbo_charge:R:1 method="wB97M-V/def2-TZVPD" homo_lumo_gap_ev=9.65 homo_ev=-15.00 e_above_lowest_kj_mol=452.7 total_charge=+1
C -1.46252 -1.38085 -0.23800 1.1883 2.2450 -0.5211 0.343
C 1.89042 -0.07133 0.10262 -3.1035 1.1711 0.5209 1.004
C -2.13981 -0.03737 0.02640 0.7825 1.4289 -1.5763 -0.688
N -0.30337 -1.49328 -0.33012 -2.4806 -4.4329 -0.8160 -0.395
N 3.11614 -0.32163 0.02819 -0.3083 -0.5473 -0.4839 -0.782
O 0.76846 0.10512 0.14705 3.0837 1.9484 0.6443 -0.242
H -1.48758 0.60517 -0.70620 -1.2384 -0.7895 1.7039 0.238
H -1.77530 0.04873 1.05579 -0.7135 0.9213 -0.1087 0.249
H -3.16570 0.37384 -0.19122 0.7344 -1.7199 0.5557 0.282
H 3.27606 -1.08237 -0.63925 1.1908 0.0880 0.3393 0.497
H 3.72029 0.27317 0.58167 0.8644 -0.3132 -0.2581 0.495